DFT (wB97M-V/def2-TZVPD) results for one molecule with the formula C6H9N.

Last column: Mulliken charge in e.
CARTESIAN COORDINATES (ANGSTROEM)
C: 1.70 0.07 0.91  0.84
H: -3.26 -0.62 -1.05  0.25
H: 0.27 -1.08 -1.79  0.30
H: 3.56 0.77 1.67  0.29
C: -1.31 -0.51 -0.45  0.03
H: -2.25 1.48 -0.68  0.27
H: -1.04 1.07 -1.98  0.21
H: -1.62 -0.55 0.59  0.41
H: 2.31 0.51 2.89  0.29
C: 0.01 -1.19 -0.72  -0.90
C: 1.02 -0.56 0.14  -0.28
C: 2.49 0.85 1.87  -1.23
C: -1.70 0.71 -1.20  -0.44
H: -0.06 -2.27 -0.53  0.28
H: 2.22 1.90 1.82  0.28
N: -2.34 -0.58 -1.48  -0.62

Relative energy (zero: lowest compared OMol25 entry of this formula, charge and spin) = 65.5 kcal per mole
HOMO level = -9.44 eV
Kohn-Sham gap = 0.384 Ha
E = -7855.3172 eV
Multiplicity = 1
F_max = 0.6 eV Å⁻¹
Lowest unoccupied orbital energy = 0.03706 Eh